# 1
C3H10NO2PS | ωB97M-V with the def2-TZVPD basis set

The net charge is 0. The molar mass comes out at 155.2 g/mol. The spin multiplicity is 1. The value obtained for the total energy is -28980.5606 eV. The LUMO energy is -0.0340 Ha. The value obtained for the HOMO-LUMO gap is 7.28 eV. For the HOMO energy, the calculation gives -8.20 eV.

XYZ file:
```
18
Properties=species:S:1:pos:R:3:lowdin_charge:R:1
S -1.05 2.03 -1.91 -0.003
P -0.80 -0.24 -0.57 0.654
O 0.34 -0.96 -1.45 -0.376
O -1.66 -1.61 -0.44 -0.168
N -0.10 -0.02 0.91 -0.356
C 0.31 1.37 0.99 -0.195
C -0.71 -0.50 2.09 -0.133
C 1.43 -0.34 -2.15 -0.126
H -1.20 -2.26 -0.95 0.067
H -0.01 -0.36 2.91 0.099
H 0.13 2.07 0.16 -0.038
H 0.92 0.38 -2.87 0.049
H -0.91 -1.61 2.13 0.104
H -0.44 1.80 1.70 0.101
H 1.93 -1.17 -2.68 0.090
H 1.33 1.46 1.33 0.084
H 2.16 0.05 -1.43 0.082
H -1.66 -0.09 2.21 0.065
```

=====

# 2
C3H10NO2S | ωB97M-V with the def2-TZVPD basis set

The net charge is -1. The molar mass comes out at 124.2 g/mol. The spin multiplicity is 1. The value obtained for the total energy is -19687.8485 eV. The LUMO energy is 0.0543 Ha. The value obtained for the HOMO-LUMO gap is 5.29 eV. For the HOMO energy, the calculation gives -3.81 eV.

XYZ file:
```
17
Properties=species:S:1:pos:R:3:lowdin_charge:R:1
S 2.01 -0.98 1.92 0.233
O -1.24 -1.44 -0.32 -0.280
O -1.97 -0.06 1.66 -0.178
N -0.07 0.67 -1.11 -0.068
C 1.33 0.62 1.22 -0.621
C 1.09 0.39 -0.38 -0.356
C -0.99 -0.55 -1.33 -0.436
H 1.62 -1.44 -1.05 0.312
H -0.54 -1.13 -2.12 0.073
H -2.70 0.54 1.38 0.006
H -0.59 1.18 -0.37 0.100
H 0.42 1.08 1.52 0.021
H 2.00 1.56 1.23 0.065
H 1.30 -0.70 -0.55 -0.047
H 1.86 1.03 -0.90 0.114
H -1.60 -0.67 0.90 -0.027
H -1.92 -0.09 -1.70 0.089
```

=====

# 3
C3H10NO2S | ωB97M-V with the def2-TZVPD basis set

The net charge is -1. The molar mass comes out at 124.2 g/mol. The spin multiplicity is 1. The value obtained for the total energy is -19693.1677 eV. The LUMO energy is 0.1173 Ha. The value obtained for the HOMO-LUMO gap is 6.09 eV. For the HOMO energy, the calculation gives -2.90 eV.

XYZ file:
```
17
Properties=species:S:1:pos:R:3:lowdin_charge:R:1
S -2.16 1.98 -1.63 0.603
O 4.09 -1.48 -0.49 -0.115
O 1.10 -1.38 0.44 -0.336
N -1.61 -1.02 0.13 0.017
C -0.74 0.07 -0.19 -0.538
C -1.28 1.43 -0.04 -0.479
C 0.71 -0.12 0.58 -0.482
H -1.10 -1.89 0.22 0.052
H 3.18 -1.84 -0.58 0.015
H -0.27 -0.14 -1.15 0.114
H -3.45 2.24 -1.32 -0.208
H 1.33 0.67 0.10 0.084
H -2.01 -0.82 1.05 0.056
H -0.46 2.14 0.03 0.055
H 0.50 0.06 1.67 0.084
H -2.06 1.56 0.70 0.058
H 4.24 -1.46 0.47 0.019
```

=====

# 4
C3H10NO2S | ωB97M-V with the def2-TZVPD basis set

The net charge is +1. The molar mass comes out at 124.2 g/mol. The spin multiplicity is 1. The value obtained for the total energy is -19686.1796 eV. The LUMO energy is -0.1332 Ha. The value obtained for the HOMO-LUMO gap is 9.50 eV. For the HOMO energy, the calculation gives -13.13 eV.

XYZ file:
```
17
Properties=species:S:1:pos:R:3:lowdin_charge:R:1
S 1.20 2.67 -0.95 0.769
O 0.54 -0.13 1.79 0.082
O 0.46 -2.95 1.38 -0.056
N -0.89 -0.79 -0.25 0.244
C 0.07 1.28 -1.28 -0.510
C 0.15 0.84 1.19 -0.183
C -0.67 0.68 -0.09 -0.272
H -1.61 1.21 0.03 0.168
H -0.63 1.65 -2.02 0.080
H 1.48 2.91 -2.24 -0.106
H -1.83 -1.01 -0.01 0.163
H -0.73 -1.14 -1.20 0.182
H 0.96 -3.77 1.47 0.070
H -0.35 -1.37 0.43 0.118
H 0.66 -2.42 2.16 0.041
H 0.59 0.56 -1.91 0.085
H 0.61 1.78 1.51 0.125
```

=====

# 5
C3H10NO3 | ωB97M-V with the def2-TZVPD basis set

The net charge is -1. The molar mass comes out at 108.1 g/mol. The spin multiplicity is 1. The value obtained for the total energy is -10905.4827 eV. The LUMO energy is 0.1402 Ha. The value obtained for the HOMO-LUMO gap is 6.53 eV. For the HOMO energy, the calculation gives -2.72 eV.

XYZ file:
```
17
Properties=species:S:1:pos:R:3:lowdin_charge:R:1
O -2.44 -0.45 -1.30 -0.104
O 0.53 -2.36 0.71 -0.355
O 2.60 2.21 0.07 -0.108
N -0.23 1.18 0.15 0.006
C -0.24 -0.23 -0.23 -0.386
C -1.63 -0.85 -0.18 -0.240
C 0.77 -1.04 0.65 -0.498
H 0.72 -0.56 1.67 0.085
H -0.09 1.26 1.15 0.060
H 0.06 -0.26 -1.29 0.126
H -2.01 -0.76 -2.10 0.070
H -1.58 -1.91 0.01 0.094
H -1.04 1.71 -0.15 0.068
H 3.20 1.47 -0.10 0.014
H -2.13 -0.39 0.68 0.113
H 1.79 -0.81 0.23 0.077
H 1.72 1.78 0.02 -0.022
```

=====

# 6
C3H10NO4 | ωB97M-V with the def2-TZVPD basis set

The net charge is -1. The molar mass comes out at 124.1 g/mol. The spin multiplicity is 1. The value obtained for the total energy is -12954.5401 eV. The LUMO energy is 0.1402 Ha. The value obtained for the HOMO-LUMO gap is 8.23 eV. For the HOMO energy, the calculation gives -4.42 eV.

XYZ file:
```
18
Properties=species:S:1:pos:R:3:lowdin_charge:R:1
O -2.20 -0.03 0.14 -0.178
O -1.46 -2.52 2.13 -0.090
O 1.49 -0.20 -2.61 -0.075
O -0.64 0.04 -2.10 -0.088
N 1.51 0.63 0.50 -0.118
C 0.55 -0.24 -1.80 -0.710
C 0.95 -0.53 -0.27 -0.171
C 0.59 1.80 0.34 -0.153
H 1.75 -1.31 -0.33 0.103
H -0.47 1.49 0.50 0.068
H 0.04 -0.95 0.18 0.064
H -1.47 -0.21 -0.57 0.006
H -2.49 0.81 -0.35 0.063
H 0.93 2.51 1.10 0.052
H 0.61 2.38 -0.58 0.066
H 2.46 0.87 0.08 0.116
H -1.71 -1.92 1.46 -0.037
H -0.44 -2.62 2.18 0.080
```

=====

# 7
C3H10NO4 | ωB97M-V with the def2-TZVPD basis set

The net charge is -1. The molar mass comes out at 124.1 g/mol. The spin multiplicity is 1. The value obtained for the total energy is -12953.9319 eV. The LUMO energy is 0.1061 Ha. The value obtained for the HOMO-LUMO gap is 6.70 eV. For the HOMO energy, the calculation gives -3.81 eV.

XYZ file:
```
18
Properties=species:S:1:pos:R:3:lowdin_charge:R:1
O 0.22 -4.33 0.23 -0.135
O -2.36 1.10 -1.52 0.000
O -0.72 -1.85 -0.42 -0.272
O 2.99 4.23 2.67 -0.072
N -1.02 0.50 0.25 0.034
C -0.17 0.43 -2.04 -0.048
C -0.82 -1.07 0.63 -0.436
C -1.30 0.67 -1.08 -0.603
H -0.12 1.31 -2.70 0.068
H 2.62 3.62 2.02 0.040
H -0.38 -0.45 -2.64 0.072
H -1.68 -1.22 1.33 0.084
H 0.32 -3.40 -0.08 0.002
H 3.80 4.57 2.27 0.031
H -1.65 0.96 0.88 0.080
H -0.66 -4.26 0.61 0.009
H 0.12 -1.03 1.22 0.077
H 0.82 0.24 -1.61 0.070
```

=====

# 8
C3H10NOP | ωB97M-V with the def2-TZVPD basis set

The net charge is 0. The molar mass comes out at 107.1 g/mol. The spin multiplicity is 1. The value obtained for the total energy is -16096.1083 eV. The LUMO energy (alpha / beta) is 0.0160 / 0.0164 Ha. The value obtained for the HOMO-LUMO gap (alpha / beta) is 8.59 / 7.07 eV. For the HOMO energy (alpha / beta), the calculation gives -8.15 / -6.62 eV.

XYZ file:
```
16
Properties=species:S:1:pos:R:3:lowdin_charge:R:1
P -0.52 -1.00 -1.21 0.877
O -0.65 -2.40 -0.30 -0.427
N 0.97 -0.46 -0.55 -0.505
C 1.31 0.92 -0.97 -0.192
C -2.23 1.13 0.30 0.021
C 1.34 -0.70 0.90 -0.115
H 1.28 -1.79 1.00 0.061
H -1.60 0.82 1.12 -0.037
H 2.26 -0.21 1.26 0.084
H 0.45 -0.39 1.48 0.066
H 1.25 1.16 -2.01 0.049
H 0.59 1.75 -0.42 0.114
H -1.63 -2.60 -0.13 0.071
H 2.34 0.98 -0.56 0.071
H -1.96 1.95 -0.30 -0.044
H -3.17 0.85 0.36 -0.094
```

=====

# 9
C3H10NOP | ωB97M-V with the def2-TZVPD basis set

The net charge is 0. Its SMILES is CC(C)N[PH2]=O. The molar mass comes out at 107.1 g/mol. The spin multiplicity is 1. The value obtained for the total energy is -16099.0368 eV. The LUMO energy is 0.0311 Ha. The value obtained for the HOMO-LUMO gap is 10.67 eV. For the HOMO energy, the calculation gives -9.82 eV.

XYZ file:
```
16
Properties=species:S:1:pos:R:3:lowdin_charge:R:1
P -0.82 2.01 -0.62 0.545
O -0.21 3.34 -0.96 -0.450
N 0.31 0.93 -0.17 -0.239
C -0.07 -0.49 0.15 -0.513
C 0.40 -1.41 -0.93 -0.092
C 0.37 -0.89 1.56 -0.067
H -1.23 -0.36 0.00 0.129
H 0.57 -2.43 -0.61 0.075
H 1.38 -1.43 1.75 0.114
H 1.33 1.21 -0.05 0.147
H -0.25 -1.61 1.98 0.051
H -0.33 -1.21 -1.80 0.106
H -1.61 1.48 -1.78 0.031
H 1.40 -1.03 -1.21 0.081
H 0.49 -0.02 2.13 0.049
H -1.74 1.92 0.57 0.033
```

=====

# 10
C3H10NOS | ωB97M-V with the def2-TZVPD basis set

The net charge is -1. The molar mass comes out at 108.2 g/mol. The spin multiplicity is 1. The value obtained for the total energy is -17646.3439 eV. The LUMO energy is 0.1449 Ha. The value obtained for the HOMO-LUMO gap is 6.45 eV. For the HOMO energy, the calculation gives -2.51 eV.

XYZ file:
```
16
Properties=species:S:1:pos:R:3:lowdin_charge:R:1
S 1.60 0.98 -1.78 0.082
O -2.19 2.06 -0.19 -0.088
N -0.12 -1.00 0.86 -0.137
C 0.22 0.24 1.56 -0.158
C 1.19 -0.77 -1.36 -0.738
C -0.13 -0.85 -0.59 -0.368
H 2.01 -1.29 -0.85 0.031
H 0.49 -1.72 1.22 0.083
H -0.02 0.11 2.62 0.065
H 1.24 0.58 1.38 0.063
H -2.24 1.62 0.67 0.020
H -0.41 1.05 1.20 0.038
H -0.83 -1.58 -1.03 0.095
H 1.11 -1.33 -2.30 0.016
H -1.36 1.78 -0.61 -0.007
H -0.55 0.11 -0.78 0.006
```

=====

# 11
C3H10NOS | ωB97M-V with the def2-TZVPD basis set

The net charge is -1. The molar mass comes out at 108.2 g/mol. The spin multiplicity is 1. The value obtained for the total energy is -17644.2949 eV. The LUMO energy is 0.1207 Ha. The value obtained for the HOMO-LUMO gap is 5.77 eV. For the HOMO energy, the calculation gives -2.49 eV.

XYZ file:
```
16
Properties=species:S:1:pos:R:3:lowdin_charge:R:1
S -1.92 0.81 -0.35 0.671
O 1.56 -1.45 -0.22 -0.353
N 1.08 -0.83 2.15 -0.067
C 0.51 1.27 -1.79 -0.161
C 0.97 -1.76 0.94 -0.614
C -0.18 1.00 -0.40 -0.714
H 0.31 1.70 0.36 0.088
H 0.11 0.01 -0.06 -0.030
H 1.41 0.63 -1.74 0.052
H 1.39 -2.74 1.18 0.060
H -0.28 0.81 -2.44 0.051
H 0.76 -1.21 3.15 0.071
H 0.79 2.28 -2.22 0.064
H 0.63 0.07 2.09 -0.013
H -2.05 1.73 -1.29 -0.174
H -0.18 -1.82 0.75 0.070
```

=====

# 12
C3H10NOS | ωB97M-V with the def2-TZVPD basis set

The net charge is -1. The molar mass comes out at 108.2 g/mol. The spin multiplicity is 1. The value obtained for the total energy is -17647.2738 eV. The LUMO energy is 0.1490 Ha. The value obtained for the HOMO-LUMO gap is 6.88 eV. For the HOMO energy, the calculation gives -2.82 eV.

XYZ file:
```
16
Properties=species:S:1:pos:R:3:lowdin_charge:R:1
S -0.27 0.86 1.18 0.167
O -0.16 3.31 -1.76 -0.118
N 1.25 -1.85 0.82 -0.028
C -0.96 -0.65 0.49 -0.751
C 0.07 -1.70 -0.04 -0.572
C 0.54 -1.47 -1.47 -0.109
H -1.06 3.00 -1.90 0.017
H 1.79 -0.99 0.73 0.024
H -0.45 -2.66 -0.01 0.106
H -1.57 -1.21 1.21 0.032
H 0.12 2.82 -0.96 -0.032
H -1.62 -0.39 -0.35 0.028
H 1.12 -0.55 -1.56 0.069
H 0.92 -1.72 1.78 0.043
H 1.25 -2.26 -1.70 0.059
H -0.26 -1.48 -2.22 0.064
```

=====

# 13
C3H10NOS | ωB97M-V with the def2-TZVPD basis set

The net charge is -1. The molar mass comes out at 108.2 g/mol. The spin multiplicity is 1. The value obtained for the total energy is -17645.6018 eV. The LUMO energy is 0.1138 Ha. The value obtained for the HOMO-LUMO gap is 5.72 eV. For the HOMO energy, the calculation gives -2.62 eV.

XYZ file:
```
16
Properties=species:S:1:pos:R:3:lowdin_charge:R:1
S 3.06 1.71 0.04 0.618
O -1.22 -1.06 0.46 -0.345
N -2.76 -1.51 -1.30 -0.061
C -1.35 -1.31 -0.84 -0.646
C 0.50 1.32 0.88 -0.228
C 1.78 0.54 0.65 -0.585
H 2.14 0.23 1.62 0.059
H -0.13 0.67 1.47 0.044
H 0.61 2.27 1.41 0.054
H 1.56 -0.22 -0.08 0.060
H 4.17 1.05 0.39 -0.192
H -0.09 1.52 -0.02 0.065
H -0.95 -0.50 -1.52 0.066
H -3.26 -0.65 -1.51 0.011
H -0.82 -2.23 -1.19 0.059
H -3.24 -1.83 -0.46 0.024
```

=====

# 14
C3H10NOS | ωB97M-V with the def2-TZVPD basis set

The net charge is -1. The molar mass comes out at 108.2 g/mol. The spin multiplicity is 1. The value obtained for the total energy is -17645.2281 eV. The LUMO energy is 0.1266 Ha. The value obtained for the HOMO-LUMO gap is 6.04 eV. For the HOMO energy, the calculation gives -2.59 eV.

XYZ file:
```
16
Properties=species:S:1:pos:R:3:lowdin_charge:R:1
S 1.98 -1.79 -0.39 0.628
O -1.60 -0.24 0.89 -0.319
N -0.37 1.65 1.22 -0.061
C 0.19 0.08 -1.75 -0.187
C 0.39 -1.35 -1.18 -0.625
C -0.76 0.30 1.73 -0.654
H -0.06 2.30 1.95 0.023
H -1.06 0.43 2.83 0.066
H 0.41 0.89 -1.03 0.037
H 0.26 -0.19 1.79 0.048
H 0.47 -2.05 -2.02 0.019
H -0.89 0.31 -1.94 0.072
H -0.60 -1.70 -0.79 0.066
H 0.80 0.32 -2.62 0.043
H 2.02 -0.92 0.61 -0.196
H -1.19 1.96 0.70 0.040
```

=====

# 15
C3H10NOS | ωB97M-V with the def2-TZVPD basis set

The net charge is 0. The molar mass comes out at 108.2 g/mol. The spin multiplicity is 2. Its expectation value of S² is 0.75. The value obtained for the total energy is -17644.1956 eV. The LUMO energy (alpha / beta) is 0.0287 / -0.0917 Ha. The value obtained for the HOMO-LUMO gap (alpha / beta) is 10.07 / 6.73 eV. For the HOMO energy (alpha / beta), the calculation gives -9.29 / -9.23 eV.

XYZ file:
```
16
Properties=species:S:1:pos:R:3:lowdin_charge:R:1
S -1.05 -1.74 0.31 0.746
O 1.94 -2.49 -0.77 -0.113
N 0.86 0.89 -1.22 -0.023
C -1.47 -0.17 1.04 -0.645
C 0.50 1.18 0.19 -0.314
C -1.02 1.16 0.40 -0.251
H 1.88 0.84 -1.28 0.065
H -1.36 -0.14 2.14 0.078
H 0.91 2.16 0.38 0.097
H 0.46 -0.05 -1.42 0.030
H -2.58 -0.09 0.98 0.077
H -1.32 1.92 1.12 0.111
H 1.59 -2.89 -1.59 0.040
H -1.41 1.14 -0.61 0.101
H 1.04 -2.19 -0.52 -0.108
H 1.04 0.48 0.87 0.110
```